C80H69Cl2N13O26 | wB97M-V/def2-TZVPD

The geometry in XYZ format:
```
190
Properties=species:S:1:pos:R:3:forces:R:3:mulliken_charge:R:1
Cl -6.6426 -3.8997 -4.0635 0.205 0.363 0.194 -0.22
C -5.1237 -4.7947 -3.6584 -0.735 -0.123 -0.911 -0.18
C -3.9135 -4.0287 -4.1446 -0.548 0.410 0.631 -0.18
Cl -2.4360 -4.9215 -3.7701 0.407 -0.361 -0.003 -0.18
H -5.2883 -5.6887 -4.2529 0.492 -0.340 0.364 0.47
H -5.1587 -4.9866 -2.5927 0.285 -0.051 0.020 -0.12
H -3.8266 -3.0834 -3.6094 -0.066 0.070 -0.114 -0.03
H -3.9363 -3.8349 -5.2124 -0.308 -0.263 0.176 0.50
C -1.7079 4.2371 8.0136 -0.385 -0.427 -0.057 -0.56
C -2.2459 4.6127 6.7850 -0.178 -0.032 0.415 -0.88
C -1.9210 3.9123 5.6400 0.548 -0.062 -0.167 -0.22
C -0.9791 2.8892 5.7459 -0.899 -0.102 0.620 0.03
C -0.4499 2.4823 6.9647 0.159 -0.040 -0.754 -0.39
C -0.8482 3.1502 8.1004 0.574 0.491 0.230 -0.73
N -0.5897 2.1882 4.5347 1.193 1.071 -0.615 0.77
O -1.2044 2.4115 3.5158 -0.713 -0.253 -0.156 0.22
O 0.4673 1.5779 4.5345 -0.019 -0.722 0.406 -0.33
H -2.0195 4.7086 8.9361 0.064 0.287 -0.121 0.41
H -2.9524 5.4289 6.7260 0.031 0.035 -0.014 0.49
H -2.3315 4.1912 4.6790 -0.025 -0.119 0.007 0.54
H 0.2861 1.6903 6.9699 -0.030 -0.014 0.133 0.49
H -0.3649 2.9240 9.0423 -0.244 -0.202 0.054 0.39
C -3.9319 -5.4214 0.0850 -0.111 0.298 0.314 -0.83
C -5.2906 -5.6734 0.2183 -0.323 0.248 -0.073 -0.78
C -6.2273 -4.6699 -0.0279 -0.009 -0.535 -0.304 -0.23
C -5.8011 -3.4229 -0.4428 0.372 -0.453 0.618 -0.83
C -4.4463 -3.1354 -0.5067 0.198 0.100 -0.364 0.77
C -3.5224 -4.1430 -0.2774 -0.095 0.096 -0.124 -0.52
N -6.7901 -2.4028 -0.7604 -0.142 0.465 -0.207 1.20
O -7.9582 -2.6361 -0.5450 -0.165 -0.252 0.145 -0.69
O -6.3857 -1.3663 -1.2487 0.228 0.175 -0.048 -0.60
H -3.1807 -6.1475 0.3621 -0.093 -0.190 -0.229 0.52
H -5.6979 -6.6359 0.4963 0.325 -0.120 0.107 0.38
H -7.2752 -4.9192 0.0508 -0.067 0.268 -0.025 0.48
H -4.0831 -2.1493 -0.7553 -0.206 0.066 -0.156 0.56
H -2.4752 -3.9101 -0.4129 0.048 -0.064 0.218 0.57
C 3.7879 3.9883 -6.2811 -0.604 0.687 0.622 -0.52
C 3.2566 2.8817 -5.6484 -0.086 -0.525 -0.099 -0.60
C 3.3571 2.7250 -4.2726 -0.525 -0.013 0.292 0.02
C 3.9168 3.7332 -3.5101 0.237 -0.463 -0.456 0.06
C 4.4751 4.8408 -4.1268 0.504 0.160 0.455 -0.61
C 4.4169 4.9549 -5.4999 -0.403 0.265 -0.525 -0.52
N 3.9878 3.5865 -2.0328 0.413 0.447 -1.534 1.01
O 4.2673 4.6007 -1.4381 -0.098 -0.121 0.801 -0.60
O 3.8174 2.4804 -1.5687 -0.138 -0.040 0.440 -0.44
H 3.5040 4.2353 -7.2958 0.473 -0.338 -0.199 0.43
H 2.7205 2.1348 -6.2221 0.022 0.003 0.040 0.45
H 2.8977 1.8786 -3.7784 0.069 -0.021 -0.002 0.45
H 4.9925 5.5940 -3.5474 -0.230 0.008 0.092 0.49
H 4.7306 5.8748 -5.9782 0.283 -0.080 0.112 0.39
C -5.4155 1.1100 0.5885 0.285 0.639 -0.605 -1.04
C -4.3071 0.4618 1.0807 0.186 -0.554 1.074 0.13
C -4.1329 0.3389 2.4558 0.199 0.185 0.233 0.38
C -5.0279 0.9580 3.3268 0.421 -0.868 -0.932 -0.01
C -6.0704 1.6928 2.8092 -0.337 1.741 0.131 -0.35
C -6.2140 1.8616 1.4428 -0.105 -1.182 -0.418 -0.91
N -4.9037 0.7707 4.7736 -0.622 0.606 0.219 1.13
O -3.9666 0.1376 5.2185 0.133 -0.057 -0.164 -0.62
O -5.7797 1.2842 5.4518 0.431 -0.290 -0.005 -0.65
H -5.5860 1.0793 -0.4805 -0.083 0.252 0.011 0.59
H -3.5509 0.0110 0.4626 -0.178 -0.113 -0.420 0.19
H -3.2916 -0.2308 2.8263 -0.024 0.044 0.183 0.27
H -6.6899 2.3240 3.4323 -0.037 -0.401 0.327 0.43
H -6.9938 2.4668 1.0040 -0.134 0.081 0.305 0.48
C 4.7771 -0.4911 2.3705 0.527 0.667 -0.499 -0.39
C 4.5045 0.8480 2.0453 0.666 -0.398 0.852 -0.29
C 4.0655 1.7199 3.0347 0.362 -0.214 -0.432 -0.32
C 3.8727 1.2253 4.3279 -0.354 0.691 -0.980 -0.24
C 4.0942 -0.0945 4.6300 0.211 -0.698 0.375 -0.40
C 4.6300 -0.9463 3.6624 -0.755 0.113 -0.021 -0.54
N 3.4268 2.1601 5.3669 -0.251 0.623 0.877 1.14
O 2.9786 3.2563 5.0464 0.369 -0.797 -0.222 -0.59
O 3.5520 1.8128 6.5307 -0.082 -0.170 -0.470 -0.67
H 5.2182 -1.1085 1.5976 -0.151 -0.183 0.070 0.36
H 4.8770 1.2323 1.1040 -0.522 0.041 -0.207 0.53
H 3.9934 2.7620 2.7567 -0.240 0.121 0.467 0.54
H 3.8490 -0.4853 5.6089 0.173 0.186 0.082 0.50
H 4.8558 -1.9771 3.8981 -0.046 0.006 0.118 0.36
C 0.7939 0.8345 1.1919 -0.165 -0.613 -0.286 0.58
C -0.3849 0.1445 1.4017 0.020 0.246 0.449 0.35
C -0.9379 -0.6038 0.3873 -0.075 -0.512 -0.529 0.07
C -0.2826 -0.6647 -0.8323 0.167 1.025 0.544 -0.37
C 0.8722 0.0638 -1.0870 0.772 -0.073 -0.156 0.08
C 1.4595 0.7571 -0.0408 -0.385 0.436 1.885 0.02
N -0.8480 -1.4556 -1.8988 -0.228 -0.210 -1.005 1.29
O -2.0561 -1.4926 -2.0525 -0.327 0.106 0.575 -0.51
O -0.0864 -2.0291 -2.6535 0.467 -0.034 0.038 -0.47
H 1.1849 1.3750 2.0463 0.273 0.069 -0.193 -1.11
H -0.7923 0.2032 2.4023 -0.393 -0.156 -0.181 -0.60
H -1.8268 -1.2013 0.4892 -0.135 -0.064 0.304 0.39
H 1.3087 0.0844 -2.0759 0.071 -0.295 0.017 0.68
H 2.4249 1.2390 0.0695 0.080 -0.019 -1.406 -0.52
C 1.8641 4.4541 1.1589 -0.189 0.385 -0.562 -0.64
C 1.4104 5.4771 0.3301 -0.295 -0.158 -0.166 -0.18
C 0.5957 6.4964 0.8007 -0.417 -0.379 0.070 -1.02
C 0.1901 6.4686 2.1369 0.809 -0.957 -0.246 -0.32
C 0.6186 5.4386 2.9623 0.322 0.179 0.350 -0.31
C 1.4797 4.4627 2.4766 -0.352 -0.351 0.436 0.36
N -0.7804 7.4255 2.6388 -0.348 0.275 -0.437 1.14
O -0.8358 7.6439 3.8243 0.166 -0.133 0.584 -0.62
O -1.5048 7.9410 1.8120 -0.134 0.200 -0.250 -0.62
H 2.4101 3.6296 0.7157 0.200 0.039 0.159 0.50
H 1.5361 5.3738 -0.7402 0.350 0.288 -0.004 0.45
H 0.1603 7.1821 0.0889 0.039 0.257 0.214 0.41
H 0.3275 5.3371 4.0001 -0.250 0.409 -0.052 0.74
H 1.7463 3.6629 3.1546 0.158 0.009 -0.058 0.15
C 7.7593 0.9055 -4.5697 -0.034 0.213 0.028 -0.67
C 8.2657 0.2671 -3.4456 -0.414 -0.404 0.386 -0.55
C 7.4081 -0.3519 -2.5325 0.427 0.804 -0.061 -0.50
C 6.0457 -0.2918 -2.7716 0.559 -0.834 0.005 -0.35
C 5.5643 0.2316 -3.9452 -1.249 1.359 -0.936 0.45
C 6.3853 0.9155 -4.8226 1.482 -0.456 0.399 -0.77
N 5.1284 -0.9630 -1.8519 -0.929 -0.915 0.710 0.94
O 5.5592 -1.5256 -0.8533 0.532 0.594 -0.464 -0.66
O 3.9386 -0.9953 -2.1272 0.237 0.404 -0.405 -0.20
H 8.4297 1.4334 -5.2358 0.035 -0.088 -0.038 0.44
H 9.3209 0.2165 -3.2188 0.086 0.198 -0.236 0.41
H 7.8352 -0.7505 -1.6242 -0.299 -0.269 0.007 0.51
H 4.5163 0.2987 -4.2092 -0.083 -0.533 0.547 0.50
H 6.0391 1.4311 -5.7056 -0.382 -0.127 0.043 0.48
C 1.7133 -4.5527 -5.5625 -0.444 -0.334 0.017 -0.44
C 2.4209 -3.6607 -4.7658 -0.232 -0.203 -1.050 -0.81
C 3.6441 -3.1855 -5.2444 -0.853 0.178 0.992 -0.35
C 4.1146 -3.6639 -6.4492 0.278 -0.147 -0.277 0.28
C 3.4434 -4.6144 -7.2080 -0.274 0.660 -0.374 -0.60
C 2.1746 -4.9850 -6.8001 0.271 -0.108 0.493 -0.53
N 5.3662 -3.1089 -7.0082 0.541 -0.026 0.617 1.03
O 6.1104 -2.5469 -6.2135 -0.306 -0.081 -0.513 -0.58
O 5.5974 -3.2531 -8.1946 -0.173 0.044 0.385 -0.59
H 0.7644 -4.9710 -5.2442 -0.087 0.379 0.166 0.41
H 1.9205 -3.2539 -3.8978 0.404 -0.040 0.268 0.61
H 4.1028 -2.4367 -4.6134 0.560 0.042 -0.484 0.70
H 3.8804 -4.9329 -8.1434 -0.066 -0.005 -0.013 0.44
H 1.5099 -5.5944 -7.3962 0.315 -0.241 -0.111 0.40
C -1.6057 3.0418 -1.4558 0.424 -0.418 0.066 -0.39
C -1.0220 3.3159 -0.2279 -1.253 0.679 0.251 -0.15
C -1.8428 3.8617 0.7671 -0.394 -0.160 0.246 0.74
C -3.1947 4.0871 0.5036 0.632 -0.164 -0.562 -0.52
C -3.7395 3.8991 -0.7632 -0.146 -0.524 -0.005 -0.45
C -2.9274 3.3723 -1.7565 0.568 -0.637 0.416 -0.81
N -4.0746 4.5190 1.5976 0.080 0.689 -0.035 1.14
O -5.0976 5.1055 1.2844 0.176 -0.448 0.228 -0.66
O -3.7082 4.3229 2.7459 -0.181 -0.045 -0.346 -0.57
H -1.0098 2.4253 -2.1207 -0.116 0.424 -0.432 0.17
H 0.0220 3.1114 -0.0710 -0.040 -0.131 0.219 0.48
H -1.5338 4.0424 1.7883 0.338 -0.056 -0.141 -0.03
H -4.8061 3.9711 -0.9232 0.025 0.385 0.043 0.59
H -3.2888 3.0360 -2.7184 -0.358 0.338 -0.003 0.41
C -1.1097 -3.8201 7.1403 0.704 0.143 0.646 -0.50
C -1.0809 -2.6113 6.4660 -1.633 0.248 -0.647 -0.96
C -1.4641 -2.5799 5.1297 0.351 0.106 0.197 0.59
C -1.6089 -3.7799 4.4614 -0.276 -0.377 0.137 -0.39
C -1.5620 -5.0105 5.1114 -0.178 0.467 0.010 -0.57
C -1.3503 -5.0161 6.4856 0.017 -0.107 -0.638 -0.45
N -1.8263 -3.7723 3.0128 0.839 -0.133 -0.790 1.03
O -1.6595 -2.7198 2.4131 -0.412 0.023 0.354 -0.32
O -2.0115 -4.8321 2.4385 -0.235 0.138 0.420 -0.62
H -0.8910 -3.8109 8.2018 -0.094 -0.148 -0.009 0.39
H -1.0791 -1.6414 6.9454 0.486 -0.211 0.414 0.51
H -1.6889 -1.6279 4.6722 0.241 -0.052 -0.308 0.27
H -1.7424 -5.9046 4.5340 0.120 -0.079 0.089 0.53
H -1.3577 -5.9643 7.0024 0.057 0.065 0.163 0.40
C -3.6439 -1.3571 -6.9495 -0.874 0.141 0.081 -0.73
C -3.9190 0.0023 -7.0387 0.317 -0.005 0.066 -0.42
C -3.1411 0.9302 -6.3596 -0.488 -0.068 -0.178 -0.48
C -2.1913 0.4470 -5.4726 -0.370 0.005 -0.547 -0.22
C -2.0317 -0.9111 -5.2492 0.400 0.642 0.205 0.22
C -2.7411 -1.8292 -6.0178 1.010 0.347 0.328 -0.95
N -1.3674 1.4114 -4.7278 -0.545 -0.134 0.665 0.97
O -0.5554 0.9691 -3.9342 0.325 -0.143 -0.136 -0.38
O -1.6007 2.5938 -4.8616 0.120 0.054 -0.316 -0.61
H -4.2830 -1.9742 -7.5694 0.299 -0.466 0.164 0.38
H -4.7719 0.2994 -7.6332 0.231 0.266 -0.195 0.40
H -3.3273 1.9819 -6.5183 0.191 0.067 0.239 0.50
H -1.3361 -1.1567 -4.4562 -0.012 -0.547 -0.289 0.22
H -2.4871 -2.8643 -5.8376 -0.185 0.040 -0.396 1.00
C 2.5522 -3.4750 1.0692 0.195 -0.167 -0.172 -1.20
C 1.9674 -2.5119 1.8803 0.245 -0.630 0.075 -0.09
C 1.7207 -2.8308 3.2126 0.456 0.664 0.533 0.37
C 2.1668 -4.0343 3.7414 -1.219 0.159 -1.012 -0.50
C 2.6484 -5.0230 2.9023 1.304 -0.290 0.340 -0.63
C 2.9175 -4.7188 1.5808 -0.315 0.426 -0.036 -0.74
N 1.9406 -4.3241 5.1576 0.349 -0.540 -0.076 1.19
O 1.7810 -5.4935 5.4504 -0.057 -0.075 0.130 -0.63
O 1.9768 -3.4138 5.9556 -0.100 0.375 -0.015 -0.60
H 2.7590 -3.2738 0.0246 0.053 0.224 0.056 0.60
H 1.8189 -1.5178 1.4874 -0.431 -0.006 0.079 0.70
H 1.2735 -2.1112 3.8890 0.039 0.067 -0.060 0.63
H 3.0210 -5.9551 3.3071 -0.294 -0.042 0.113 0.49
H 3.4677 -5.4105 0.9586 -0.216 -0.169 -0.023 0.44
```
Forces are in eV/Å.

Results
- ΔE to the lowest compared entry with this formula, charge and spin: 0.0 kJ/mol
- Kohn-Sham gap: 8.502 eV
- 2S+1: 1